Record 1
Here is a 2-piece molecular cluster, C24H24F3NO3S overall in a non-equilibrium geometry from the OMol25 dataset. Energies are from ωB97M-V with the def2-TZVPD basis set.

Its energy above the lowest of the compared OMol25 structures with the same formula, charge and spin is 40.4 kcal/mol. The value obtained for the HOMO-LUMO gap is 0.0896 Eh. The value obtained for the molar mass is 463.52 g mol⁻¹. The LUMO energy is -2.5869 eV.

Structure (ORCA input):
```
! wB97M-V def2-TZVPD RIJCOSX def2/J DEFGRID3
* xyz 0 1
C 0.16 1.71 -4.24
O -1.00 1.56 -3.46
C -0.77 1.38 -2.09
C -1.89 1.32 -1.25
C -1.76 1.13 0.10
C -0.48 1.06 0.71
C -0.36 0.95 2.11
N 0.61 1.57 2.88
C 0.62 1.41 4.34
C 1.27 2.78 2.38
C 0.65 1.12 -0.15
C 0.50 1.26 -1.51
H -0.13 1.93 -5.27
H 0.76 2.54 -3.86
H 0.74 0.79 -4.22
H -2.86 1.44 -1.69
H -2.63 1.09 0.74
H -1.19 0.54 2.66
H 1.33 2.08 4.81
H -0.37 1.61 4.74
H 0.90 0.39 4.60
H 1.55 3.45 3.19
H 2.16 2.54 1.81
H 0.58 3.32 1.73
H 1.63 1.00 0.27
H 1.37 1.27 -2.14
F -0.56 10.16 -0.30
C -0.09 9.86 0.92
F 1.23 9.54 0.85
F -0.27 10.90 1.76
C -0.85 8.66 1.47
C -0.22 7.80 2.36
C -0.88 6.72 2.87
C -2.23 6.46 2.52
C -2.90 5.38 3.03
S -4.60 5.07 2.57
C -5.03 3.61 3.51
C -4.87 2.37 2.94
C -5.22 1.24 3.65
C -5.73 1.36 4.93
C -5.88 2.60 5.49
C -5.53 3.73 4.78
O -5.38 6.25 3.12
O -4.59 4.70 1.11
C -2.86 7.37 1.61
C -2.17 8.44 1.11
H 0.80 8.00 2.63
H -0.38 6.04 3.55
H -2.41 4.71 3.71
H -4.50 2.30 1.93
H -5.10 0.26 3.20
H -6.01 0.47 5.48
H -6.28 2.70 6.49
H -5.68 4.72 5.19
H -3.88 7.20 1.33
H -2.64 9.12 0.42
*
```

---

Record 2
Here is C24H24F4N3O6Ru as an isolated structure from the OMol25 dataset. Energies are from ωB97M-V with the def2-TZVPD basis set.

Its energy above the lowest of the compared OMol25 structures with the same formula, charge and spin is 9.2 kcal/mol. The value obtained for the HOMO-LUMO gap (alpha / beta) is 0.3131 / 0.2482 Eh. The value obtained for the molar mass is 627.53 g mol⁻¹. Its expectation value of S² is 8.763. The LUMO energy (alpha / beta) is 0.7324 / -1.2325 eV.

Structure (ORCA input):
```
! wB97M-V def2-TZVPD RIJCOSX def2/J DEFGRID3
* xyz 0 6
Ru -1.20 -0.20 -0.26
C -3.97 1.60 -0.71
C -3.00 2.27 0.25
N -1.57 2.11 -0.10
C -1.28 2.82 -1.37
C 0.10 2.57 -1.95
C -0.72 2.62 0.99
C -0.27 1.53 1.94
N 0.25 0.45 1.12
C 1.16 -0.46 1.63
C 1.67 -1.42 0.75
F 1.21 -1.41 -0.53
C 2.58 -2.38 1.11
F 3.00 -3.25 0.19
C 3.05 -2.45 2.41
C 2.55 -1.53 3.30
F 2.97 -1.55 4.58
C 1.63 -0.56 2.94
F 1.19 0.26 3.91
H -4.93 1.48 -0.21
H -3.66 0.60 -1.01
H -4.12 2.18 -1.62
H -3.13 1.85 1.25
H -3.22 3.35 0.31
H -1.42 3.90 -1.19
H -2.04 2.52 -2.09
H 0.90 2.95 -1.32
H 0.16 3.08 -2.92
H 0.28 1.51 -2.14
H -1.25 3.42 1.52
H 0.17 3.06 0.54
H -1.11 1.19 2.57
H 0.48 1.95 2.61
H 3.77 -3.20 2.70
O -0.78 -0.50 -2.62
C -1.28 -1.64 -2.51
C -1.09 -2.81 -3.44
C -1.88 -3.92 -2.73
C -2.37 -3.27 -1.43
O -3.01 -3.82 -0.57
N -2.00 -1.92 -1.42
H -0.02 -3.01 -3.53
H -1.46 -2.56 -4.43
H -1.28 -4.79 -2.48
H -2.74 -4.26 -3.29
O -2.85 -0.46 1.26
C -2.35 -1.56 1.68
O -1.24 -1.94 1.24
C -3.08 -2.35 2.69
C -2.45 -3.40 3.33
C -3.12 -4.17 4.29
C -4.43 -3.83 4.55
O -5.30 -4.43 5.41
C -6.51 -3.67 5.35
O -6.36 -2.69 4.32
C -5.06 -2.79 3.90
C -4.42 -2.02 2.96
H -1.43 -3.63 3.07
H -2.65 -4.99 4.81
H -6.67 -3.17 6.31
H -7.33 -4.33 5.10
H -4.91 -1.20 2.45
*
```

---

Record 3
Here is C24H24N6O3V as an isolated structure in a non-equilibrium geometry from the OMol25 dataset. Energies are from ωB97M-V with the def2-TZVPD basis set.

Its energy above the lowest of the compared OMol25 structures with the same formula, charge and spin is 42.6 kcal/mol. The value obtained for the HOMO-LUMO gap (alpha / beta) is 0.2904 / 0.3082 Eh. The value obtained for the molar mass is 495.44 g mol⁻¹. Its expectation value of S² is 2.011. The LUMO energy (alpha / beta) is -3.4367 / -3.3764 eV.

Structure (ORCA input):
```
! wB97M-V def2-TZVPD RIJCOSX def2/J DEFGRID3
* xyz 1 3
V -0.40 0.20 0.62
O 3.36 1.67 -0.65
C 2.29 1.28 -0.16
N 1.38 0.28 -0.49
C 1.77 -0.45 -1.69
C 0.95 0.04 -2.89
C 1.55 0.98 -3.74
C 0.90 1.38 -4.99
C -0.39 0.89 -5.15
C -0.90 -0.04 -4.20
N -0.26 -0.47 -3.12
C 1.92 1.86 1.15
C 2.84 2.65 1.83
C 2.59 3.12 3.08
C 1.37 2.74 3.68
C 0.39 2.12 2.90
N 0.67 1.68 1.63
H 1.41 -1.47 -1.55
H 2.80 -0.37 -1.90
H 2.51 1.45 -3.58
H 1.35 2.11 -5.58
H -0.93 1.03 -6.11
H -1.93 -0.40 -4.37
H 3.72 2.93 1.28
H 3.25 3.85 3.54
H 1.12 3.23 4.59
H -0.59 1.99 3.32
N -1.07 1.59 -0.82
C -1.86 2.76 -0.39
C -3.13 2.32 0.14
C -2.96 1.47 1.47
O -3.78 1.65 2.36
O -1.95 0.66 1.61
H -0.20 1.95 -1.26
H -1.45 1.18 -1.67
H -2.08 3.30 -1.28
H -1.32 3.40 0.27
H -3.72 1.69 -0.61
H -3.62 3.21 0.51
N -1.40 -1.31 -0.55
C -1.00 -2.60 -0.03
C -1.30 -3.72 -0.65
C -1.05 -4.99 -0.03
C -0.34 -5.04 1.12
C 0.06 -3.85 1.75
C 0.75 -3.82 2.96
C 1.13 -2.66 3.53
C 0.82 -1.46 2.81
N 0.10 -1.43 1.73
C -0.35 -2.64 1.15
H -1.17 -1.19 -1.61
H -2.46 -1.26 -0.43
H -1.74 -3.63 -1.66
H -1.40 -5.93 -0.52
H -0.24 -5.94 1.77
H 1.06 -4.78 3.34
H 1.84 -2.72 4.35
H 1.10 -0.51 3.21
*
```

---

Record 4
Here is C24H24N6O5SSn as an isolated structure in a non-equilibrium geometry from the OMol25 dataset. Energies are from ωB97M-V with the def2-TZVPD basis set.

The value obtained for the HOMO-LUMO gap is 0.2474 Eh. The value obtained for the molar mass is 627.27 g mol⁻¹. The LUMO energy is -6.9544 eV.

Structure (ORCA input):
```
! wB97M-V def2-TZVPD RIJCOSX def2/J DEFGRID3
* xyz 2 1
Sn -19.44 -3.98 -10.85
C -22.24 -2.98 -14.04
C -22.02 -3.85 -12.87
O -20.84 -3.88 -12.43
N -22.99 -4.57 -12.31
C -22.68 -5.51 -11.22
C -22.49 -4.73 -9.91
C -23.60 -4.58 -9.10
C -23.50 -3.82 -7.92
C -22.26 -3.40 -7.50
C -21.17 -3.65 -8.32
N -21.28 -4.25 -9.52
H -21.35 -3.00 -14.61
H -22.42 -1.97 -13.76
H -23.10 -3.33 -14.64
H -23.91 -4.57 -12.73
H -21.79 -6.15 -11.40
H -23.53 -6.15 -11.08
H -24.58 -4.97 -9.37
H -24.41 -3.67 -7.35
H -22.12 -2.94 -6.54
H -20.16 -3.33 -8.06
N -20.10 -14.05 -11.69
C -19.92 -12.92 -11.72
C -19.88 -11.50 -11.75
C -18.86 -10.80 -12.42
C -18.72 -9.44 -12.23
C -19.63 -8.72 -11.39
C -20.66 -9.40 -10.79
C -20.79 -10.81 -10.95
C -19.41 -7.32 -11.21
C -19.31 -6.11 -11.13
H -18.18 -11.32 -13.08
H -17.99 -8.89 -12.77
H -21.39 -8.86 -10.26
H -21.54 -11.36 -10.42
N -17.46 -7.41 -8.47
C -16.40 -8.14 -8.14
C -15.36 -7.56 -7.30
C -14.22 -8.18 -7.04
C -13.87 -9.36 -7.80
C -14.93 -10.03 -8.51
C -16.14 -9.42 -8.70
S -12.27 -9.56 -8.53
O -11.40 -8.47 -8.27
O -12.82 -10.31 -7.29
O -12.22 -10.30 -9.74
H -17.44 -6.41 -8.27
H -18.24 -7.88 -9.00
H -15.60 -6.66 -6.74
H -13.49 -7.80 -6.34
H -14.71 -11.01 -8.89
H -16.89 -9.88 -9.31
N -15.63 -4.15 -6.19
C -16.82 -4.69 -6.52
N -17.66 -5.08 -5.54
O -17.14 -4.83 -7.73
H -15.41 -4.06 -5.20
H -14.98 -3.89 -6.90
H -17.36 -5.16 -4.57
H -18.53 -5.56 -5.77
*
```